(P)
2 unconnected molecules or ions with the total composition C2HClO, computed with ωB97M-V with the def2-TZVPD basis set.

The geometry in ORCA input format:
```
! wB97M-V def2-TZVPD RIJCOSX def2/J DEFGRID3
* xyz 0 1
C -2.25 0.12 0.62
C 0.90 -0.72 -0.12
Cl 2.09 0.29 0.45
O -1.70 1.04 0.27
H 0.95 -0.72 -1.23
*
```

Calculated values
- HOMO-LUMO gap (eV) = 8.260
- HOMO (hartree) = -0.3374

=====

(Q)
2 unconnected molecules or ions with the total composition C2HClO, computed with ωB97M-V with the def2-TZVPD basis set.

The geometry in ORCA input format:
```
! wB97M-V def2-TZVPD RIJCOSX def2/J DEFGRID3
* xyz 0 1
O 0.08 -0.11 -2.57
C 0.51 -0.31 1.47
C -0.14 0.72 -1.88
Cl -0.65 0.35 0.55
H 0.20 -0.66 2.42
*
```

Calculated values
- HOMO-LUMO gap (spin up / spin down) (eV) = 8.067 / 8.060
- HOMO (spin up / spin down) (hartree) = -0.3263 / -0.3270

=====

Of all the structures shown, which is most stable? (P), and (Q) is the least stable.